No. 1
DFT (ωB97M-V/def2-TZVPD) results for an isolated ion of composition C6H8NO2 and charge +1 at a distorted geometry.

ΔE to the lowest compared entry with this formula, charge and spin: 2.9840 eV
SMILES: O=C1CC[C@@H]2C[C@@H]2[N+]1=O
Net charge: +1
Gap between HOMO and LUMO: 8.491 eV

Last column: natural (NBO) charge in e.
Element x y z (Å)
O 2.90 -1.13 -0.81  -0.0905
O 2.72 1.19 1.00  -0.3602
N 1.94 -0.68 -0.20  0.2503
C -0.57 0.82 -0.44  -0.4045
C 1.88 0.81 0.29  0.6835
C -0.53 -0.69 -0.11  -0.1575
C 0.08 -1.01 1.24  -0.3714
C 0.80 1.50 -0.46  -0.5512
C 0.78 -1.48 -0.03  -0.1222
H -0.99 0.71 -1.49  0.2567
H 0.58 2.39 0.01  0.2816
H -1.28 1.35 0.27  0.2600
H 0.64 -0.27 1.73  0.2212
H -0.46 -1.73 1.86  0.2774
H 0.64 -2.47 -0.33  0.2863
H 1.26 1.73 -1.45  0.2906
H -1.34 -1.26 -0.18  0.2498

=====

No. 2
DFT (ωB97M-V/def2-TZVPD) results for a 7-piece molecular cluster, C13H26NO19 overall at a distorted geometry.

ΔE to the lowest compared entry with this formula, charge and spin: 0.0000 eV
Net charge: -3
Gap between HOMO and LUMO: 2.124 eV

Last column: natural (NBO) charge in e.
Element x y z (Å)
O 3.93 3.59 9.58  -0.5138
O 1.02 -4.50 -3.34  -0.6410
O -0.94 -4.71 -4.42  -0.4945
O 4.05 3.26 -4.59  -0.5983
O 1.57 4.95 1.35  -1.3633
O 2.38 2.20 -5.84  -0.5679
O 0.00 -1.61 2.30  -0.8366
O 3.96 3.61 -6.78  -0.4853
O -8.78 -0.26 -0.03  -0.5015
O -0.29 0.56 2.15  -0.7455
O 8.46 -3.69 4.95  -0.6153
O 7.53 -1.85 5.01  -0.5275
O 3.49 2.89 7.41  -0.5898
O 1.64 -0.40 2.30  -0.8218
O -10.47 -1.01 -1.17  -0.5013
O 1.83 3.48 8.81  -0.5291
O 9.50 -1.83 4.26  -0.5611
O 0.69 -4.83 -5.59  -0.5019
O -8.59 -2.42 -0.90  -0.6200
N 8.58 -2.43 4.81  0.7039
C -9.20 -1.36 -0.76  0.9831
C 0.45 -0.51 2.25  0.9039
C 5.32 3.50 9.41  -0.2662
C 0.32 -4.66 -4.36  0.9669
C -11.26 -2.07 -1.66  -0.2607
C 0.84 2.87 7.97  -0.2505
C 1.76 1.70 -4.64  -0.2491
C 1.97 -4.41 -6.04  -0.2510
C -7.38 -0.28 0.33  -0.2803
C 3.50 3.07 -5.71  0.9726
C 3.22 3.44 -8.00  -0.2681
C -1.75 -4.78 -3.23  -0.2589
C 3.14 3.24 8.53  0.9739
H 3.13 2.36 -8.17  0.1921
H -11.07 -2.34 -2.70  0.1811
H -6.90 -1.24 0.50  0.2192
H -7.55 0.23 1.27  0.1967
H -2.79 -5.00 -3.47  0.1847
H -6.71 0.38 -0.21  0.2023
H 5.87 4.43 9.53  0.1706
H 0.89 1.15 -4.99  0.1850
H -1.40 -5.54 -2.53  0.2066
H 2.15 -3.40 -5.67  0.2046
H -0.15 3.12 8.37  0.1796
H -1.70 -3.75 -2.88  0.2156
H 2.78 -5.11 -5.81  0.1895
H 0.90 5.66 1.40  0.3654
H -11.03 -2.97 -1.10  0.1940
H 2.22 3.85 -7.88  0.1984
H 2.47 1.16 -4.03  0.2184
H 0.40 1.23 2.07  0.4995
H 0.87 3.28 6.96  0.2205
H -12.32 -1.88 -1.55  0.1873
H 3.75 3.67 -8.92  0.1948
H 1.88 -4.40 -7.12  0.1790
H 1.38 2.55 -4.07  0.2067
H 5.82 2.91 10.18  0.1741
H 1.05 1.80 8.00  0.1986
H 5.57 3.09 8.44  0.2319

=====

No. 3
DFT (ωB97M-V/def2-TZVPD) results for one molecule with the formula C23H29N3O5.

ΔE to the lowest compared entry with this formula, charge and spin: 1.4320 eV
SMILES: CCOc1cc(N2CCOCC2)c(OCC)cc1NC(=O)c1ccc(NC(C)=O)cc1
Gap between HOMO and LUMO: 7.511 eV

Last column: natural (NBO) charge in e.
Element x y z (Å)
O 2.30 2.69 -2.31  -0.5150
O -0.76 -1.69 -0.78  -0.5367
O 3.65 2.37 2.01  -0.5934
O -0.68 -2.92 4.43  -0.6052
O -3.68 -1.41 -3.76  -0.5276
N -0.92 -0.73 -3.47  -0.4444
N -1.42 -0.77 4.43  -0.6150
N 2.57 1.76 0.14  -0.6156
C -1.37 -2.10 -3.43  -0.2390
C 0.03 -0.63 -1.18  0.3151
C -0.37 -0.13 3.75  0.1499
C -1.52 -2.11 4.71  0.6892
C 2.70 1.80 1.49  0.6630
C -0.85 -2.03 0.59  -0.0644
C -2.83 -2.21 -2.96  -0.0843
C -0.11 -0.15 -2.49  0.1272
C 0.23 -3.01 1.04  -0.6463
C 1.51 1.60 -2.00  0.2567
C 0.66 0.95 -2.87  -0.3144
C 1.65 1.11 -0.69  0.1580
C -2.82 -2.45 5.40  -0.7137
C 1.93 0.02 3.07  -0.1673
C 1.63 1.14 2.30  -0.1598
C 2.16 3.31 -3.57  -0.0577
C -1.82 0.09 -4.25  -0.2343
C 0.91 4.18 -3.66  -0.6377
C 0.34 1.66 2.31  -0.1290
C 0.94 -0.02 -0.32  -0.3363
C -3.26 -0.06 -3.74  -0.0797
C 0.93 -0.63 3.78  -0.2367
C -0.65 1.03 3.04  -0.2531
H 0.12 2.55 1.74  0.2179
H 1.09 -0.42 0.66  0.2329
H -1.83 -2.51 0.68  0.1866
H 0.16 -3.93 0.47  0.2094
H 1.23 -2.60 0.91  0.2065
H 0.92 4.94 -2.88  0.2161
H -1.31 -2.49 -4.46  0.1883
H 3.05 3.94 -3.64  0.1947
H -3.66 -2.23 4.75  0.2279
H -3.19 -3.23 -3.06  0.1897
H -0.84 -1.13 1.21  0.1778
H -2.82 -3.51 5.65  0.2450
H -0.72 -2.69 -2.79  0.2316
H 1.16 -1.52 4.34  0.2503
H 2.94 -0.36 3.09  0.2289
H -2.92 -1.87 6.32  0.2292
H 0.58 1.28 -3.89  0.2186
H 3.24 2.33 -0.36  0.4256
H -3.31 0.33 -2.71  0.1597
H 0.08 -3.23 2.10  0.2427
H -1.78 -0.25 -5.30  0.1924
H -3.96 0.49 -4.37  0.1905
H 2.19 2.57 -4.37  0.1708
H 0.88 4.67 -4.63  0.2158
H -1.53 1.14 -4.20  0.2075
H 0.01 3.58 -3.54  0.2104
H -2.24 -0.20 4.59  0.3980
H -1.65 1.44 3.05  0.2094
H -2.89 -1.89 -1.91  0.1729

=====

No. 4
DFT (ωB97M-V/def2-TZVPD) results for C3H7NO2 as an isolated structure at a distorted geometry.

ΔE to the lowest compared entry with this formula, charge and spin: 1.2465 eV
Gap between HOMO and LUMO: 9.900 eV

Last column: natural (NBO) charge in e.
Element x y z (Å)
O -1.12 0.62 -0.05  -0.6936
O 0.84 -0.16 -0.77  -0.7349
N 0.51 -1.55 1.25  -0.6129
C 0.14 1.92 -1.62  -0.7189
C -0.11 0.73 -0.74  0.7969
C -0.63 -1.68 1.78  0.0460
H -1.42 -1.04 1.40  0.2327
H 0.99 2.51 -1.26  0.2303
H 0.44 1.57 -2.61  0.2290
H -0.74 2.54 -1.70  0.2242
H 1.23 -2.16 1.63  0.3708
H 0.72 -0.86 0.15  0.4634
H -0.84 -2.43 2.54  0.1670

=====

No. 5
DFT (ωB97M-V/def2-TZVPD) results for one molecule with the formula C15H16ClN5O3 at a distorted geometry.

SMILES: Cc1cc(C)n(CCC(=O)N/N=C/c2ccc(Cl)c([N+](=O)[O-])c2)n1
Gap between HOMO and LUMO: 8.288 eV

Last column: natural (NBO) charge in e.
Element x y z (Å)
Cl 7.55 -1.14 0.13  0.0639
O 5.78 2.65 0.42  -0.3656
O 7.26 1.52 -0.65  -0.3579
O -0.05 3.41 -0.38  -0.5696
N -2.16 -0.70 0.30  -0.3341
N 1.18 1.00 -0.06  -0.1852
N -3.15 0.20 0.41  -0.1649
N 6.20 1.63 -0.08  0.5274
N -0.15 1.16 -0.07  -0.4912
C 3.61 -1.68 0.15  -0.1855
C -2.22 2.41 -0.21  -0.5127
C -2.70 -1.81 -0.17  0.1710
C -4.07 -1.62 -0.38  -0.3427
C 5.86 -0.83 0.08  -0.0305
C -5.61 0.44 0.00  -0.6510
C -2.87 1.53 0.87  -0.2198
C -0.69 2.41 -0.23  0.6697
C 1.66 -0.17 0.06  0.0095
C -1.88 -3.03 -0.44  -0.6387
C 5.34 0.47 0.00  0.0018
C 3.09 -0.39 0.07  -0.0053
C 4.97 -1.90 0.16  -0.2242
C 3.97 0.68 0.01  -0.1621
C -4.33 -0.32 0.00  0.1862
H -3.81 1.98 1.19  0.2226
H -4.77 -2.34 -0.75  0.2264
H -2.21 1.46 1.74  0.2281
H -2.52 3.45 -0.08  0.2448
H -2.57 2.09 -1.20  0.2338
H -0.98 -3.01 0.17  0.2238
H -5.88 0.73 1.02  0.2268
H -2.46 -3.92 -0.21  0.2258
H -1.59 -3.06 -1.49  0.2265
H 3.59 1.69 -0.04  0.2703
H -0.77 0.34 0.06  0.4079
H -5.52 1.34 -0.60  0.2263
H -6.40 -0.18 -0.40  0.2379
H 2.94 -2.53 0.20  0.2172
H 5.37 -2.90 0.22  0.2343
H 1.01 -1.06 0.16  0.1589

=====

No. 6
DFT (ωB97M-V/def2-TZVPD) results for C34H28MnO5S4 as an isolated structure at a distorted geometry.

Multiplicity: 5
Net charge: -1
Gap between HOMO and LUMO (alpha / beta): 6.566 / 7.029 eV

Last column: Löwdin spin population.
Element x y z (Å)
Mn 2.39 -0.40 -0.71  3.8060
S 7.10 0.69 -1.75  -0.0012
S 6.77 -2.23 -2.01  -0.0018
S 4.18 1.08 -1.02  -0.0232
S 3.84 -2.11 -1.28  -0.0272
O 9.05 -0.97 -2.39  -0.0031
O 1.35 1.00 -0.18  0.1009
O -2.40 -1.06 0.10  0.0005
O 1.09 -1.69 -0.54  0.0718
O -2.25 1.20 -0.03  0.0008
C 7.88 -0.86 -2.11  -0.0016
C -0.09 1.66 -4.02  0.0006
C -0.86 -2.03 2.58  0.0009
C 0.19 2.86 0.72  -0.0001
C -1.45 -5.83 -0.57  -0.0009
C -0.14 2.12 -1.65  0.0041
C -3.17 0.12 -0.02  0.0004
C -0.68 -1.89 3.95  -0.0002
C 1.35 -1.19 2.22  0.0122
C -0.66 3.38 -1.93  0.0010
C 1.47 4.57 1.82  0.0001
C -1.58 -3.48 -1.05  -0.0010
C -0.90 4.47 2.14  0.0000
C -1.08 -0.73 -0.29  0.0033
C 1.40 3.47 0.98  0.0004
C -0.97 3.38 1.29  -0.0004
C 5.34 -1.30 -1.57  0.0020
C 0.17 1.28 -2.72  0.0061
C -0.07 -1.81 0.19  0.0119
C 5.49 0.04 -1.45  0.0028
C -0.61 2.91 -4.29  0.0004
C -0.97 0.69 0.28  0.0041
C 0.15 -1.67 1.70  0.0035
C -0.45 -5.58 0.35  0.0002
C -3.95 0.13 -1.33  0.0001
C 1.53 -1.05 3.58  0.0013
C -2.00 -4.78 -1.28  0.0002
C 0.16 1.65 -0.22  0.0135
C -0.04 -4.29 0.59  -0.0008
C -4.09 0.23 1.20  0.0001
C 0.32 5.07 2.41  -0.0002
C -0.88 3.78 -3.24  0.0002
C -0.61 -3.22 -0.09  -0.0013
C 0.51 -1.39 4.45  0.0005
H -1.81 4.86 2.58  0.0000
H -1.92 2.94 1.07  0.0000
H -2.78 -4.97 -2.01  0.0000
H -2.02 -2.68 -1.61  0.0000
H 2.42 5.04 2.02  0.0000
H -0.80 3.21 -5.31  0.0000
H 0.75 -4.09 1.31  0.0000
H -3.49 0.24 2.11  0.0000
H -1.25 4.77 -3.45  0.0000
H -1.79 -2.42 2.19  0.0001
H -4.63 -0.72 -1.35  0.0000
H 2.29 3.08 0.51  0.0002
H -0.01 -6.40 0.90  0.0000
H 2.46 -0.66 3.96  0.0001
H -4.66 1.16 1.12  0.0000
H 0.37 5.91 3.08  0.0000
H -4.51 1.06 -1.42  0.0000
H 0.14 0.98 -4.83  0.0000
H 0.65 0.32 -2.52  0.0052
H -0.85 0.59 1.38  0.0001
H -1.48 -2.18 4.63  0.0000
H -0.88 4.07 -1.13  0.0001
H 2.18 -0.93 1.54  0.0074
H -3.26 0.06 -2.17  0.0000
H -1.78 -6.85 -0.76  -0.0001
H 0.64 -1.26 5.51  0.0001
H -4.76 -0.62 1.23  0.0000
H -1.01 -0.67 -1.39  -0.0001

=====

| no. | E (eV) |
| --- | --- |
| 1 | -11924.8059 |
| 2 | -54284.9525 |
| 3 | -39029.5114 |
| 4 | -8809.2824 |
| 5 | -41926.7170 |
| 6 | -120615.9377 |